(1)
Computed, not measured: a 6-piece molecular cluster, C24H55N3O8 overall in a non-equilibrium geometry, with ωB97M-V/def2-TZVPD.

Each line ends with the Mulliken charge.
Positions of all 90 atoms, in Å:
H -13.7921 39.5940 31.8123  0.350
H -11.0679 30.8804 18.8384  0.372
O -21.6008 39.6533 29.8032  -0.742
C -11.9903 37.2905 30.7649  -0.394
H -12.6195 39.7821 28.4639  0.414
C -8.9632 30.1964 30.3958  -0.567
C -12.8102 30.6705 20.9879  -0.769
H -4.7990 31.2060 30.3819  0.430
H -9.5167 29.6206 32.3957  0.379
C -6.0764 28.7775 30.3739  -1.052
H -11.3025 40.7859 30.2484  0.342
H -13.3936 34.0856 21.8069  0.367
H -12.6358 32.6439 19.1558  0.426
H -7.5460 30.7766 32.7317  0.459
C -17.7691 31.9431 28.2038  -0.803
H -6.8866 28.2562 29.8640  0.480
H -3.4801 32.3986 32.9578  0.355
C -7.5692 30.7474 30.0135  -0.579
H -13.1557 38.0849 28.5903  0.466
N -11.7132 31.7278 20.7255  -0.219
H -2.5793 31.1323 33.5027  0.372
H -12.6823 37.5096 32.8586  0.370
N -6.5357 30.1099 31.0027  0.324
H -10.3248 39.3442 30.7386  0.396
H -12.3462 29.7076 21.2012  0.374
H -13.8143 34.6014 20.2452  0.358
O -12.2189 23.7099 27.7651  -0.781
O -20.6588 40.5936 28.0643  -0.724
O -17.4978 32.5223 25.8675  -0.741
H -9.6029 31.0698 30.5229  0.323
H -5.3555 28.8827 29.5631  0.326
H -2.6500 31.5808 31.7208  0.352
H -14.0174 26.1439 27.0810  0.213
H -13.4708 30.9752 21.7997  0.323
H -9.2752 29.6262 29.5208  0.323
H -7.1794 30.4031 29.0556  0.387
C -16.9309 32.4082 26.9982  0.544
H -21.6410 37.8234 27.4517  0.188
H -7.1077 29.1219 32.9417  0.386
C -20.9956 39.5457 28.6791  0.547
C -11.8906 37.0282 32.2845  -0.583
H -3.7306 29.4955 31.9383  0.315
O -15.7519 32.6759 27.2095  -0.734
H -11.6802 32.6725 22.7532  0.374
H -13.8984 24.7379 25.9252  0.245
C -13.4049 24.1253 27.9860  0.522
H -5.7221 28.1398 31.1838  0.338
C -12.3571 38.7882 28.8263  -0.936
C -11.2506 39.9011 30.8829  -0.796
H -11.5248 33.7294 19.9592  0.372
H -10.5901 31.1787 22.3596  0.412
H -4.7165 30.2007 33.1827  0.295
C -3.1980 31.3936 32.6442  -1.473
H -12.8299 36.7035 30.3927  0.439
H -14.8279 32.6599 21.5565  0.346
H -11.0076 37.0270 30.3737  0.360
H -7.5060 31.8343 30.0655  0.345
H -18.8271 32.1744 28.0805  0.255
O -14.0193 23.8010 28.9791  -0.677
C -14.0588 25.0621 26.9534  -0.780
C -7.4458 29.8358 32.1905  -0.667
C -8.7616 29.3550 31.6559  -0.664
C -4.2297 30.4189 32.2322  -0.110
O -10.7238 37.6501 32.6784  -0.529
H -10.9802 38.4148 33.1991  0.344
H -8.7837 28.2897 31.4263  0.325
H -14.0657 40.0717 30.0785  0.376
H -10.3038 30.2658 20.3259  0.403
H -17.6720 30.8585 28.2522  0.195
H -13.2654 30.6680 19.9975  0.402
C -5.3388 31.0575 31.3171  -0.802
H -11.4975 39.9567 31.9431  0.292
C -11.0063 32.1459 22.0774  -0.848
N -12.3263 38.7873 30.3826  -0.203
H -9.9033 31.9596 19.5429  0.332
H -14.3811 38.4213 30.6967  0.407
H -5.7102 31.9844 31.7542  0.400
C -20.7346 38.1429 27.9660  -0.824
H -15.1253 24.8720 27.0743  0.260
H -20.6252 37.2758 28.6173  0.282
H -11.4022 38.4088 28.4624  0.362
C -13.4979 33.7111 20.7886  -0.744
C -13.7322 39.2944 30.7660  -0.793
O -14.6873 32.9195 20.6431  -0.495
H -11.7637 35.9882 32.5854  0.316
H -10.2559 32.8853 21.7976  0.361
H -19.9294 38.0385 27.2388  0.273
C -10.6062 31.1623 19.7847  -0.789
C -12.3191 33.0038 20.1347  -0.360
H -17.2683 32.1728 29.1443  0.285

Force components x, y, z for each atom (eV/Å):
H 0.4 0.3 -0.2
H -0.2 -0.1 0.2
O 0.8 -2.0 -1.2
C -1.3 0.6 1.4
H 0.3 -0.1 0.1
C 0.9 0.4 -1.1
C 1.1 0.8 -1.1
H -0.6 0.5 -0.4
H -0.1 -0.5 -0.1
C -0.3 0.1 0.5
H -0.4 -0.1 0.4
H 0.4 -0.4 0.2
H -0.3 0.4 -0.1
H -0.1 0.2 -0.3
C 0.5 -0.9 -0.3
H -0.5 0.3 0.5
H -1.0 0.0 -0.2
C 1.1 -0.4 0.2
H 0.1 0.1 -0.3
N 0.4 1.5 1.9
H 0.2 -0.8 -0.5
H -0.7 -0.6 -0.3
N -0.2 -0.2 -0.3
H 0.2 0.5 0.2
H 0.1 0.2 0.1
H 1.1 0.3 -0.5
O -0.2 0.8 -1.0
O 0.7 -1.1 -0.9
O -0.1 -0.5 0.9
H -0.3 -0.4 0.1
H 0.4 0.6 0.5
H 1.0 0.1 0.4
H 0.8 0.0 0.1
H 0.2 0.0 -0.3
H -0.6 -0.1 0.4
H -0.4 0.4 -0.2
C -1.8 0.5 -1.6
H -0.3 0.5 -0.3
H 0.9 0.0 -0.4
C -0.7 1.8 1.1
C -0.4 0.8 -0.6
H -0.4 0.1 -0.7
O 2.3 0.3 0.8
H -0.3 -0.8 0.0
H 0.7 0.3 0.0
C 3.1 -0.2 -0.8
H 0.2 0.1 -0.2
C -0.1 -0.6 1.4
C -1.1 -3.2 -0.6
H 0.3 -0.2 0.2
H 0.1 0.5 0.9
H -0.5 -0.6 0.0
C 1.4 1.9 -0.9
H 0.2 0.0 -0.6
H -1.1 -0.4 0.0
H -0.3 0.2 -0.5
H 0.2 -0.1 0.2
H 0.2 0.2 0.4
O -2.3 0.0 1.8
C -1.6 -0.7 -0.2
C 0.5 -0.2 0.9
C -0.5 0.7 -0.4
C -2.5 -0.1 2.0
O 1.8 1.2 1.0
H 0.5 -0.1 0.3
H 0.0 0.1 0.2
H 0.3 -0.1 0.2
H 0.8 0.3 -0.4
H -0.3 -0.4 -0.4
H -0.7 -0.5 0.5
C 1.2 -2.1 -0.2
H 0.3 0.8 -0.3
C -0.3 -0.7 -2.2
N 0.4 1.6 -1.1
H 0.3 -0.3 0.6
H -0.2 0.1 -0.3
H -0.1 -0.2 -0.1
C -0.7 -0.2 0.7
H -0.3 0.0 0.1
H 0.2 0.3 0.7
H -0.1 0.2 0.0
C -1.4 -0.2 -0.6
C 0.4 -1.6 0.5
O 0.9 -0.1 1.1
H -0.7 -0.2 -0.7
H 0.3 -0.3 0.0
H 0.1 0.8 0.0
C -2.1 0.4 0.7
C 0.1 -0.3 -1.0
H -0.4 0.9 0.1

Summary:
HOMO level ... -4.354 eV
Total charge ... 0
Energy ... -46615.5604 eV
Energy relative to the best compared isomer or geometry (same formula, charge and spin) ... 573.4 kJ/mol
LUMO energy ... -1.823 eV

---

(2)
Computed, not measured: a 3-piece molecular cluster, CH10N3O2 overall in a non-equilibrium geometry, with ωB97M-V/def2-TZVPD.

Each line ends with the Mulliken charge.
Positions of all 16 atoms, in Å:
H 2.9652 -1.3885 1.8875  0.309
N -1.7769 0.1081 -0.8539  -0.354
N -1.8479 0.9871 1.3207  -0.424
H 0.4616 0.5326 -3.0378  0.309
H 3.4618 -1.7722 0.6565  0.334
H -1.1536 -0.1413 -1.6771  0.291
H 0.2063 -0.2769 1.7150  0.178
H 1.7076 -0.2013 -2.6912  0.304
H 0.7149 -0.5007 0.1774  0.213
O 2.9621 -1.0057 1.0451  -0.644
O 0.8723 0.0233 -2.3105  -0.640
H -1.4916 1.1554 2.2832  0.224
H -2.6128 1.6696 1.1435  0.242
C -1.1673 0.3087 0.3718  0.671
N 0.0067 -0.1975 0.7336  -0.251
H -2.6049 0.6467 -0.9669  0.238

Force components x, y, z for each atom (eV/Å):
H -0.4 -0.2 2.8
N 3.0 -0.1 1.0
N -0.8 1.2 1.0
H 0.3 -0.2 0.5
H -0.5 1.3 -0.5
H -1.2 0.4 1.6
H 0.1 0.3 0.1
H 1.0 -0.5 -0.2
H 2.1 -1.2 -2.4
O 0.8 -1.1 -2.3
O -1.4 0.7 -0.4
H 0.1 -0.6 -1.4
H 0.8 -1.3 -0.4
C -0.9 0.1 -0.6
N -2.5 0.8 1.8
H -0.5 0.2 -0.6

Summary:
HOMO level ... -15.116 eV
Total charge ... +1
Energy ... -9759.0456 eV
Energy relative to the best compared isomer or geometry (same formula, charge and spin) ... 113.1 kJ/mol
LUMO energy ... -2.950 eV

---

(3)
Computed, not measured: a 2-piece molecular cluster, C5H13INO2 overall in a non-equilibrium geometry, with ωB97M-V/def2-TZVPD.

Each line ends with the Mulliken charge.
Positions of all 22 atoms, in Å:
H 1.2735 -2.3002 0.5778  0.468
C -0.3908 2.8183 0.1656  0.715
H 0.1759 2.9453 1.1397  0.143
C 0.7582 -0.7227 -0.7573  -0.447
C -0.7508 -2.5918 0.0070  -1.050
C -1.7284 2.0338 0.6111  -0.654
O -0.5476 3.9119 -0.5371  -0.844
H 2.5721 -0.3844 0.2039  0.419
I 1.5843 -3.4753 -1.7893  0.025
H -2.3411 2.8020 1.1329  0.306
H -0.1906 -0.2019 -0.5945  0.075
H -0.9556 -3.6120 -0.2903  0.376
H 1.0678 -0.5951 -1.7854  0.563
H 1.7306 1.0553 -0.1974  0.407
C 0.6939 -2.1832 -0.3304  -0.411
O -1.4642 0.9163 1.3267  -0.812
H -1.4545 -1.8953 -0.4313  0.299
N 1.6617 0.0757 0.1317  -0.721
H -0.8818 -2.4908 1.0795  0.297
H -2.2712 1.8737 -0.3549  0.195
H 1.2353 0.0591 1.0719  0.440
H 0.2235 1.9611 -0.3799  -0.790

Force components x, y, z for each atom (eV/Å):
H 0.4 -0.3 -0.1
C -0.7 0.4 0.2
H 0.1 -0.2 0.0
C -0.3 0.7 0.0
C 0.3 0.1 0.0
C 1.0 0.2 -0.5
O 0.2 -0.1 -0.2
H 0.2 0.2 -0.1
I 0.1 0.0 0.0
H 0.2 0.0 0.2
H -0.3 -0.1 0.0
H -0.2 -0.1 0.0
H 0.2 0.1 -0.1
H -0.6 0.3 0.2
C -0.7 0.4 0.5
O 0.3 -0.9 0.0
H -0.2 -0.1 -0.2
N 0.5 -1.3 0.2
H -0.1 0.0 0.2
H 0.1 -0.1 0.0
H -0.4 0.8 -0.1
H -0.1 0.1 -0.2

Summary:
HOMO level ... -1.454 eV
Total charge ... -1
Energy ... -19077.3270 eV
Energy relative to the best compared isomer or geometry (same formula, charge and spin) ... 738.2 kJ/mol
LUMO energy ... 1.868 eV

---

(4)
Computed, not measured: an isolated molecule of C7H11NS in a non-equilibrium geometry, with ωB97M-V/def2-TZVPD.

Each line ends with the Mulliken charge.
Positions of all 20 atoms, in Å:
H 2.4064 -0.9746 -0.3298  0.321
H -0.9291 -1.8804 1.6818  0.346
C -0.1681 2.0141 -0.5698  0.438
H 0.7578 -0.3245 1.0885  0.268
C -1.2165 -2.0851 0.6131  -1.627
H -1.2062 -1.1494 -1.2133  0.106
H -1.3412 3.5687 -1.4461  0.275
C -1.0449 -0.7631 -0.1488  1.039
N 0.6151 1.1619 -0.1949  -0.528
H 1.1394 -2.0253 -0.8278  0.292
C 0.3835 -0.2587 0.0388  0.039
H -0.3941 3.8209 0.0543  0.288
C -0.4441 3.4680 -0.9271  -0.909
C 1.4538 -0.9600 -0.8246  -1.142
H -2.2557 -2.3481 0.6323  0.420
C -2.0519 0.2820 0.0622  -0.493
H 1.4602 -0.4468 -1.7635  0.383
H -0.5770 -2.7990 0.2749  0.461
S -3.4335 0.4517 0.8254  -0.264
H 0.4681 3.6953 -1.5534  0.286

Force components x, y, z for each atom (eV/Å):
H 0.5 0.5 0.0
H -0.3 -0.3 -0.7
C -2.4 -2.0 0.0
H -0.9 -0.5 -0.4
C -0.9 3.2 3.1
H 0.3 1.2 0.7
H -1.4 0.3 -0.6
C -0.4 -1.3 -1.4
N 0.1 1.9 -0.8
H 0.3 0.5 -0.8
C 1.9 0.8 0.7
H -0.2 1.8 1.3
C 3.8 -3.2 -0.5
C -1.6 -1.3 1.3
H -0.5 -0.5 -0.2
C 0.5 1.4 0.0
H 0.2 -0.3 -0.8
H 1.5 -2.2 -1.2
S 0.4 -0.4 -0.3
H -1.0 0.6 0.6

Summary:
HOMO level (alpha / beta) ... -6.733 / -6.319 eV
Total charge ... 0
Energy ... -19757.9824 eV
Energy relative to the best compared isomer or geometry (same formula, charge and spin) ... 446.5 kJ/mol
LUMO energy (alpha / beta) ... 0.345 / 0.502 eV

---

(5)
Computed, not measured: an isolated molecule of C5H7NS3 in a non-equilibrium geometry, with ωB97M-V/def2-TZVPD.

Each line ends with the Mulliken charge.
Positions of all 16 atoms, in Å:
H 1.2885 0.2544 -1.5097  0.430
S -3.4581 -1.0446 0.2314  0.103
N -1.4862 0.7178 -0.2438  -0.358
C -0.6747 -0.0541 0.2236  -0.007
H 1.4426 1.8566 0.5479  0.390
H 2.0923 -1.4108 -1.0484  0.336
S -3.9012 1.6764 -0.7876  -0.287
C 1.2587 -0.6418 -0.9906  -1.319
C 0.7543 -0.2974 0.3599  0.814
H 2.6041 0.7517 0.5908  0.467
H 0.9481 -1.0827 1.0411  0.297
C -2.8502 0.6098 -0.2557  0.181
S -1.7294 -1.8956 0.6161  -0.089
C 1.6336 0.8424 0.9022  -1.631
H 1.6195 0.9458 1.9950  0.364
H 0.4581 -1.2279 -1.6721  0.308

Force components x, y, z for each atom (eV/Å):
H 1.2 1.6 -1.4
S 0.5 0.2 0.0
N -2.2 0.8 0.2
C -0.3 -1.6 1.2
H -0.9 -0.1 -0.3
H -0.3 1.7 0.2
S -2.4 1.8 -0.9
C -1.4 -4.7 -2.6
C 1.0 0.9 0.3
H 2.6 -1.0 -0.6
H -0.3 -1.1 0.7
C 3.3 -1.4 0.4
S 0.1 0.4 0.0
C -2.3 1.5 1.3
H -0.1 -0.3 -0.2
H 1.3 1.1 1.8

Summary:
HOMO level (alpha / beta) ... -6.264 / -8.644 eV
Total charge ... 0
2S+1 ... 3
Energy ... -39290.5874 eV
Energy relative to the best compared isomer or geometry (same formula, charge and spin) ... 0.0 kJ/mol
LUMO energy (alpha / beta) ... 0.249 / -2.701 eV
⟨S²⟩ ... 2.021

---

(6)
Computed, not measured: a 2-piece molecular cluster, C23H27O4Si overall in a non-equilibrium geometry, with ωB97M-V/def2-TZVPD.

Each line ends with the Mulliken charge.
Positions of all 55 atoms, in Å:
H 0.2754 -9.5680 -0.2552  0.359
H 0.9041 -1.7762 1.0078  0.876
H 3.5038 -8.8442 -1.3223  0.347
H -5.0479 -1.0359 3.8004  0.268
C 4.1892 0.6040 3.4645  0.952
O 1.4242 -3.8304 0.8013  -0.309
H -4.9731 -0.4412 2.1289  0.294
H 1.5670 -7.8921 2.4238  0.306
C 1.9430 0.7774 2.6037  -0.770
H 0.0683 -8.4497 -1.6208  0.295
H 0.2543 1.5060 4.1622  0.544
C 2.7403 -1.3352 3.5196  -0.386
H -1.2176 -5.2362 -0.5056  0.441
Si 1.7783 -7.6527 -0.0251  0.253
O 1.5569 -5.9525 0.1141  -0.489
C 5.6228 2.5423 3.6940  -0.778
C 3.9590 -0.7602 3.7816  -0.822
C 0.3129 -1.0432 3.0844  -0.709
C 2.3402 -8.1286 1.6806  -0.966
H 1.1649 1.3654 2.1122  0.700
H 0.1671 -2.1205 3.1678  0.744
H 4.9740 3.1562 4.3348  0.347
C -0.6435 -3.2058 0.2988  -0.675
O -4.2699 2.0095 4.0720  -0.481
H -1.7665 2.8678 4.6205  0.449
H -2.2513 -1.7217 2.6500  0.534
C -5.3505 1.1142 3.6186  -0.366
C -3.0957 1.3497 3.8777  0.072
H -0.6759 -8.0784 -0.0420  0.332
H -1.5393 -2.6057 0.1766  0.521
C 0.5401 -2.7737 0.8407  -0.775
H 3.2524 -7.5816 1.9557  0.292
H 2.5752 -2.3950 3.7104  0.449
C -3.2442 0.0512 3.3316  0.748
C -0.7271 1.1009 3.9178  -0.739
C -4.7117 -0.2055 3.1666  -0.592
C 0.8137 -4.9039 0.2857  0.729
C -0.5102 -4.5595 -0.0428  -0.378
C 3.1910 1.3429 2.7785  -0.568
H 2.5535 -9.2058 1.7381  0.359
H 3.3889 2.3648 2.4418  0.327
H 4.7709 -1.3083 4.2555  0.440
H 5.5005 2.8339 2.6418  0.324
O 5.3649 1.1334 3.8886  -0.405
H 2.6303 -7.6767 -2.3373  0.308
C -1.8306 1.8746 4.1847  -1.269
C -0.8245 -0.2143 3.3396  0.410
H -6.0447 0.9810 4.4569  0.288
C 0.2066 -8.5054 -0.5325  -1.030
C -2.1302 -0.7216 3.0714  -0.420
H 3.8839 -7.1082 -1.2144  0.296
C 3.0721 -7.8339 -1.3442  -0.978
H -5.8751 1.6205 2.7979  0.280
H 6.6634 2.6560 3.9993  0.255
C 1.6462 -0.5378 3.0720  0.765

Force components x, y, z for each atom (eV/Å):
H -0.1 0.2 -0.1
H 0.3 -0.4 -0.1
H -0.1 0.2 0.0
H 0.1 0.1 -0.2
C 0.2 0.5 0.4
O 0.8 0.6 0.5
H 0.0 0.0 0.2
H 0.1 -0.1 -0.2
C 0.0 0.0 0.3
H 0.0 0.0 0.3
H -0.3 -0.2 0.1
C -0.2 0.1 0.1
H 0.1 0.2 0.1
Si -0.1 0.8 0.1
O 0.4 -0.5 0.0
C 0.0 -0.2 0.0
C 0.2 0.3 -0.1
C 0.2 0.9 1.7
C 0.1 -0.2 0.1
H 0.2 -0.3 0.1
H 0.0 0.3 -0.2
H 0.1 -0.3 -0.2
C -0.1 0.9 0.5
O 1.2 -1.3 -0.4
H 0.1 -0.2 0.0
H 0.1 0.2 0.1
C -0.4 0.3 0.0
C -0.5 0.1 -0.1
H 0.1 -0.1 -0.1
H 0.2 0.0 -0.1
C -0.9 -0.8 -1.3
H -0.2 -0.1 -0.1
H 0.0 0.2 0.1
C 0.6 0.3 0.2
C 0.3 -0.2 -0.4
C -0.2 -0.4 -0.1
C -2.0 0.6 -0.7
C 1.4 -1.5 0.1
C 0.2 0.0 0.2
H 0.0 0.3 0.0
H -0.1 -0.5 0.1
H -0.2 0.0 -0.2
H 0.1 -0.1 0.3
O -1.1 -0.4 -0.6
H 0.1 0.0 0.2
C -0.5 0.1 0.0
C -0.1 0.1 -0.3
H 0.3 0.1 -0.2
C -0.1 0.0 -0.1
C -0.6 0.1 0.3
H -0.1 -0.2 0.0
C 0.1 0.0 -0.1
H 0.2 0.0 0.3
H -0.2 0.1 -0.1
C 0.1 0.1 -0.7

Summary:
HOMO level ... -10.040 eV
Total charge ... +1
Energy ... -40350.2659 eV
LUMO energy ... -4.887 eV

---

Which value of total charge does entry 2 give?
+1

---

Which of these has the highest energy?
CH10N3O2

---

What is the energy in the fourth record?
-19757.9824 eV